[1]
Formula: C12H5F4O4S
Source: OMol25
Level of theory: ωB97M-V with the def2-TZVPD basis set

Results
Gap between HOMO and LUMO (eV): 4.939
Total charge: -1
HOMO level (eV): -3.897
Energy above the lowest of the compared OMol25 structures with the same formula, charge and spin (eV): 0.491

```
26
Properties=species:S:1:pos:R:3:forces:R:3:lowdin_charge:R:1
F 0.4174 -1.4915 3.2552 -0.941 0.599 -0.014 0.0910
C -0.5663 -0.9171 2.5312 -0.136 -0.532 1.214 -0.2158
C -1.2526 0.1732 2.9753 0.949 -0.997 0.182 -0.1494
F -0.9451 0.7594 4.1449 0.043 0.029 -0.640 0.1078
C -2.2806 0.7886 2.1478 -0.072 2.233 1.186 -0.2597
O -2.7066 1.9400 2.3373 0.456 -2.005 -0.337 0.1100
C -2.7821 -0.0656 1.0820 -0.217 -1.017 -1.292 -0.1093
F -3.8113 0.4261 0.3763 0.348 -0.346 0.282 0.1160
C -2.2366 -1.2664 0.7796 -1.560 0.850 -0.979 -0.1084
F -2.7754 -2.0234 -0.1915 0.280 0.342 0.339 0.1118
C -1.0063 -1.7434 1.3832 2.147 -1.070 -0.435 -0.3123
O -0.3597 -2.7019 0.9554 -2.151 0.263 0.795 0.0660
C 1.2137 1.1144 -3.3925 0.015 -0.070 0.212 -0.1197
C 0.9802 -0.2531 -3.2007 0.022 0.110 0.368 -0.1062
C 1.1147 -0.8160 -1.9175 0.090 0.447 -0.259 -0.0830
C 1.5020 0.0005 -0.8572 0.437 -0.192 0.480 -0.2674
S 1.4586 -0.5197 0.9678 -1.697 0.369 -1.581 0.7102
O 2.6903 -1.1878 1.3151 1.573 -0.501 0.050 -0.4198
O 1.2181 0.7973 1.5396 0.695 1.877 0.861 -0.4536
C 1.8181 1.3375 -1.0531 -0.150 0.430 -1.057 -0.0931
C 1.6513 1.9099 -2.3238 0.027 -0.525 0.184 -0.0928
H 1.0400 1.5668 -4.3714 0.118 -0.165 0.237 0.0887
H 0.6734 -0.8762 -4.0440 0.053 0.171 0.256 0.0913
H 0.9221 -1.8727 -1.7452 -0.050 0.150 -0.039 0.1048
H 2.1683 1.9488 -0.2262 -0.234 -0.188 0.018 0.1000
H 1.8543 2.9724 -2.4675 -0.043 -0.262 -0.031 0.0927
```
Positions in Å, forces in eV/Å.


[2]
Formula: C12H6Br2NO5Pt
Source: OMol25
Level of theory: ωB97M-V with the def2-TZVPD basis set

Results
Gap between HOMO and LUMO (spin up / spin down) (eV): 7.087 / 5.259
Total charge: -1
2S+1: 3
HOMO level (spin up / spin down) (eV): -4.670 / -4.248

```
27
Properties=species:S:1:pos:R:3:forces:R:3:lowdin_charge:R:1
Pt 0.3114 -2.3908 -0.3551 -0.073 0.111 -0.523 0.9371
O 4.1198 -2.8029 1.2823 -0.179 -0.064 -0.129 0.1095
C 2.9526 -2.7820 1.0027 0.997 0.183 0.875 -0.5718
O 2.3015 -2.9675 -0.0256 -0.956 -0.103 -1.277 -0.1520
C 1.8936 -2.3988 2.3914 0.179 0.137 0.401 -0.5898
O 2.5307 -2.2132 3.3917 0.344 0.061 0.522 0.0812
O 0.7285 -2.3993 2.0434 -0.584 -0.096 -0.060 -0.0009
C 2.5930 0.3336 -0.5303 -0.047 -0.135 -0.012 -0.0234
C 1.1874 0.8361 -0.5482 -0.122 -0.302 -0.124 -0.3115
C 0.8841 2.1987 -0.3878 -0.364 0.233 -0.087 -0.0135
C -0.4212 2.6097 -0.3787 0.348 -0.045 0.015 -0.0325
C -1.4566 1.6576 -0.4675 0.045 -0.324 -0.021 -0.2024
C -2.8298 1.9432 -0.3886 -0.536 0.087 -0.006 -0.6332
Br -3.4018 3.7490 -0.1572 -0.075 -0.050 -0.025 0.7131
C -3.7773 0.9471 -0.4473 0.252 0.537 0.014 -0.1859
C -3.3740 -0.3716 -0.5849 0.194 -0.626 -0.123 -0.6033
Br -4.6789 -1.7543 -0.6498 0.018 0.208 0.016 0.7359
C -2.0315 -0.7711 -0.6632 -0.601 0.357 0.047 -0.4366
O -1.6983 -2.0005 -0.7571 0.707 -0.320 0.105 -0.2606
C -1.0657 0.3019 -0.6123 -0.388 0.367 0.024 -0.1436
N 0.2281 -0.0547 -0.6828 0.502 -0.353 0.221 0.0701
H 3.3063 1.0894 -0.8519 0.010 0.054 -0.007 0.0776
H 2.6738 -0.5547 -1.1567 0.063 0.035 0.060 0.0760
H 2.8345 0.0424 0.4933 0.164 -0.056 0.033 0.0897
H 1.6879 2.9119 -0.2855 0.073 0.067 -0.018 0.1085
H -0.6671 3.6586 -0.2962 -0.018 0.018 0.073 0.0706
H -4.8312 1.1811 -0.3782 0.046 0.018 0.007 0.0916
```
Positions in Å, forces in eV/Å.


Electronic energy, respectively: -42418.43025; -167601.53621 eV.